{
  "formula": "C6H37NO12",
  "method": "wB97M-V/def2-TZVPD",
  "symbols": ["C", "C", "C", "C", "C", "C", "N", "H", "H", "H", "H", "H", "H", "H", "H", "H", "H", "H", "H", "H", "H", "H", "O", "H", "H", "O", "H", "H", "O", "H", "H", "O", "H", "H", "O", "H", "H", "O", "H", "H", "O", "H", "H", "O", "H", "H", "O", "H", "H", "O", "H", "H", "O", "H", "H", "O"],
  "coordinates": [[1.340, -2.965, 1.478], [1.921, -1.570, 1.653], [1.953, -0.793, 0.311], [-0.221, -1.216, -0.733], [0.511, -0.354, -0.013], [0.043, 1.046, 0.260], [2.156, -4.009, 0.877], [1.248, -3.331, 2.510], [0.366, -3.014, 1.009], [1.391, -0.966, 2.391], [2.964, -1.679, 1.974], [2.348, -1.471, -0.437], [2.429, 0.188, 0.308], [0.126, -2.177, -1.086], [-1.272, -0.951, -0.859], [-0.791, 1.177, 0.935], [-0.191, 1.407, -0.745], [0.946, 1.625, 0.450], [2.980, -4.331, 1.364], [2.482, -3.772, -0.053], [1.341, 2.465, -4.379], [1.466, 0.944, -4.685], [0.961, 1.602, -4.214], [-2.425, -0.952, 2.370], [-2.054, -1.203, 3.972], [-2.394, -0.629, 3.289], [-0.301, 2.028, -3.038], [-1.711, 1.622, -2.825], [-1.117, 2.353, -2.622], [1.206, -1.909, -3.947], [0.399, -0.779, -3.495], [1.189, -0.949, -4.034], [-2.760, 1.622, 0.340], [-3.606, 1.347, -0.898], [-3.102, 0.900, -0.211], [1.182, 2.989, 2.818], [0.105, 1.910, 2.677], [0.572, 2.449, 3.316], [-2.225, 2.660, 3.236], [-2.037, 1.183, 2.892], [-1.922, 2.082, 2.531], [2.463, -0.350, -2.955], [3.864, 0.172, -2.508], [2.929, 0.166, -2.291], [-0.498, 3.236, -0.373], [-1.708, 3.683, -1.059], [-1.371, 3.576, -0.174], [-0.390, -4.967, 0.682], [-1.968, -4.673, 0.215], [-1.113, -5.066, 0.065], [1.628, 4.119, 0.990], [2.040, 4.107, -0.596], [1.956, 3.637, 0.232], [-3.637, -2.347, 1.626], [-3.094, -1.323, 0.461], [-2.932, -2.050, 1.057]],
  "forces_ev_per_angstrom": [[0.6, -0.8, 2.0], [0.9, 0.8, -1.2], [-1.9, 0.8, 0.8], [-0.9, 0.9, 0.5], [0.7, -2.1, -1.3], [1.3, -0.5, -1.1], [0.3, -0.2, -1.3], [-0.6, 0.0, -0.1], [-0.2, 0.4, 0.0], [-0.1, -0.2, 0.2], [-0.2, 0.0, 0.3], [0.1, 0.3, -0.3], [1.1, -0.5, 0.3], [0.0, -0.1, 0.2], [0.1, -0.2, -0.5], [0.2, 0.1, 0.0], [-0.7, 0.0, 0.3], [-0.3, 0.2, 0.9], [-0.2, 0.4, 0.5], [-0.2, 0.0, -0.1], [0.2, 0.1, -0.2], [0.3, -0.3, -0.1], [-0.4, 0.6, 0.1], [0.4, -1.0, 0.6], [0.3, -0.6, -0.5], [-0.5, 1.6, 0.1], [0.1, 0.2, -0.1], [-0.2, 0.1, 0.2], [0.0, -0.4, -0.4], [0.4, -0.2, -0.4], [0.2, 0.6, 0.0], [-0.8, -0.9, 0.3], [0.2, 0.1, 0.1], [0.0, 0.0, 0.1], [-0.2, -0.1, 0.0], [0.2, 0.0, -0.1], [-0.3, 0.2, -0.2], [0.6, 0.1, 0.7], [0.1, 0.1, 0.0], [-0.2, 0.0, 0.1], [-0.6, -0.5, -0.1], [0.0, -0.1, -0.3], [0.0, -0.1, -0.1], [0.5, 0.5, 0.4], [0.3, -0.2, 0.3], [-0.3, 0.1, -0.5], [-0.2, 0.6, 0.5], [-0.5, 0.6, 0.6], [0.3, 0.6, 1.0], [0.3, -1.1, -1.6], [-0.1, 0.9, -0.6], [-0.3, 0.8, 0.4], [0.4, -1.4, 0.1], [-0.8, 0.5, -0.3], [-1.0, 0.5, -0.2], [1.5, -1.0, 0.1]],
  "charge": 0,
  "homo_energy_ev": -8.61,
  "max_force_ev_per_a": 2.6,
  "e_lumo_ev": 0.11,
  "relative_energy_kcal_mol": 83.1,
  "energy_ev": -32881.240,
  "homo_lumo_gap_ha": 0.3205
}